Molecular formula: C42H98BCl24N15O13P5
Method: DFT, ωB97M-V with the def2-TZVPD basis set

Computed properties:
Total energy = -16235.24163 Eh
Charge = -1
Spin multiplicity = 1
LUMO = 0.046 hartree
Gap between HOMO and LUMO = 7.7 eV

Atoms and positions in Å:
O (2.84555, 3.74255, 1.51382)
C (2.41482, 2.75857, 0.88303)
O (1.14282, 2.37422, 0.83265)
B (1.06771, 1.17623, -0.02876)
O (2.48144, 0.79147, -0.31719)
C (3.29554, 1.66810, 0.22323)
O (4.56863, 1.71537, 0.29445)
O (0.20315, 1.44624, -1.27158)
C (-0.74596, 0.55323, -1.33452)
O (-1.65398, 0.51616, -2.17933)
C (-0.66818, -0.32815, -0.01227)
O (0.37772, 0.07205, 0.67815)
O (-1.37952, -1.26223, 0.26122)
C (-1.07137, -2.95579, 3.31134)
Cl (0.55001, -2.23921, 3.29064)
Cl (-1.80683, -2.64784, 4.84862)
Cl (-0.88165, -4.74872, 3.18015)
H (-1.66090, -2.46654, 2.53598)
C (6.63763, 3.92318, 2.18790)
Cl (7.40577, 5.22820, 1.27535)
Cl (6.06858, 4.62777, 3.76585)
Cl (7.73668, 2.53503, 2.45499)
H (5.74496, 3.45012, 1.77871)
C (1.10106, -3.80803, -0.33634)
Cl (-0.50459, -4.52277, -0.66080)
Cl (1.92327, -3.81626, -1.88298)
Cl (1.95413, -4.72450, 0.84598)
H (0.91697, -2.81328, 0.06948)
C (5.93623, 3.01436, -2.41033)
Cl (4.38704, 3.87167, -2.67894)
Cl (7.40461, 4.12103, -2.48856)
Cl (6.08070, 1.83240, -3.73474)
H (5.94368, 2.54073, -1.42864)
C (2.23074, 5.84499, 4.69543)
Cl (1.62873, 4.90526, 6.11393)
Cl (3.26234, 7.19016, 5.34817)
Cl (0.88846, 6.35803, 3.63972)
H (2.81902, 5.19783, 4.04488)
C (2.61544, 6.93297, 0.21794)
Cl (2.71137, 8.08981, 1.49644)
Cl (4.28586, 6.41136, -0.13941)
Cl (1.85263, 7.57531, -1.23833)
H (1.99251, 6.11132, 0.57145)
C (2.37473, -0.25509, -3.43037)
Cl (2.36360, 1.32647, -4.29216)
Cl (4.05353, -0.71849, -3.22959)
Cl (1.49039, -1.50066, -4.23916)
H (1.90869, -0.17585, -2.44822)
C (-0.29585, 4.18473, -3.00291)
Cl (0.89624, 5.22035, -3.88431)
Cl (-1.88187, 4.46347, -3.77659)
Cl (-0.18253, 4.64761, -1.23133)
H (-0.03443, 3.14006, -3.17148)
O (-6.63765, -2.71943, -4.23835)
P (-7.15931, -1.51190, -3.50041)
N (-7.90937, -0.31136, -4.44901)
C (-7.10250, 0.60664, -5.17285)
C (-9.25473, -0.48541, -4.95754)
N (-5.90579, -0.66243, -2.62575)
C (-6.17376, 0.68168, -2.10201)
C (-4.76406, -1.32104, -2.09116)
N (-8.33577, -1.87029, -2.26082)
C (-8.20251, -3.11142, -1.57712)
C (-9.05502, -0.86307, -1.46095)
H (-7.38263, 1.63069, -4.92595)
H (-7.25679, 0.50622, -6.24719)
H (-6.06345, 0.51875, -4.85545)
H (-9.49444, 0.41352, -5.52548)
H (-9.99726, -0.54124, -4.16153)
H (-9.29117, -1.38428, -5.57301)
H (-5.29361, 1.32150, -2.16588)
H (-6.96745, 1.24122, -2.59707)
H (-6.40923, 0.58089, -1.04253)
H (-4.23034, -1.92383, -2.82593)
H (-3.99202, -0.71135, -1.62176)
H (-5.05203, -2.12597, -1.41495)
H (-9.20400, -3.30590, -1.19334)
H (-7.97968, -3.96936, -2.21146)
H (-7.47153, -3.07087, -0.76957)
H (-8.53880, -0.79731, -0.50319)
H (-10.07685, -1.18021, -1.25268)
H (-9.15275, 0.12371, -1.91352)
O (-4.18588, -3.50763, -5.32048)
P (-2.93488, -2.77249, -5.71908)
N (-3.05672, -1.03082, -5.77217)
C (-4.14538, -0.44016, -6.54833)
C (-1.95378, -0.08719, -5.42461)
N (-2.27064, -3.06998, -7.32909)
C (-3.01903, -3.75083, -8.44247)
C (-0.94973, -2.58759, -7.72153)
N (-1.64225, -3.09378, -4.55067)
C (-1.85517, -2.74520, -3.21780)
C (-0.71319, -4.25924, -4.68885)
H (-4.09440, -0.75245, -7.59139)
H (-4.13123, 0.64863, -6.49891)
H (-5.09962, -0.78388, -6.14911)
H (-1.35321, -0.31968, -4.54519)
H (-2.28398, 0.93751, -5.25414)
H (-1.25000, -0.06386, -6.25663)
H (-2.36475, -3.77752, -9.31385)
H (-3.22300, -4.80717, -8.26745)
H (-3.87326, -3.15879, -8.77092)
H (-0.34611, -3.42014, -8.08291)
H (-0.91114, -1.82886, -8.50316)
H (-0.46155, -2.05691, -6.90412)
H (-2.55084, -3.47572, -2.80489)
H (-0.92182, -2.83198, -2.66154)
H (-2.04228, -1.68797, -3.02980)
H (-0.13507, -4.27836, -5.61270)
H (-1.30292, -5.15618, -4.49961)
H (0.01032, -4.31083, -3.87524)
O (3.72028, 0.56252, 7.59556)
P (2.73540, 0.29776, 6.51243)
N (2.87791, 1.23378, 5.07806)
C (4.14991, 1.88327, 4.81733)
C (2.13558, 0.80305, 3.88685)
N (1.10087, 0.70201, 6.95092)
C (0.99469, 1.60710, 8.05960)
C (-0.20426, 0.18288, 6.34228)
N (2.69882, -1.35671, 5.90815)
C (3.82794, -1.89280, 5.13855)
C (1.90026, -2.37966, 6.53740)
H (3.99615, 2.59649, 4.00753)
H (4.83251, 1.12690, 4.42997)
H (4.53825, 2.30438, 5.74468)
H (2.73489, 0.09206, 3.31815)
H (1.96880, 1.69212, 3.27869)
H (1.16986, 0.40345, 4.19636)
H (1.94528, 2.09500, 8.27509)
H (0.18804, 2.32127, 7.89416)
H (0.72168, 0.89633, 8.83958)
H (-0.76482, 1.04353, 5.97738)
H (-0.05585, -0.38968, 5.42671)
H (-0.71980, -0.46752, 7.04888)
H (3.65635, -2.93195, 4.85778)
H (3.99896, -1.30772, 4.23493)
H (4.74845, -1.79347, 5.71378)
H (2.42545, -2.83114, 7.37909)
H (1.77289, -3.25022, 5.89397)
H (0.99510, -1.94626, 6.96280)
O (8.66138, -3.07227, -0.02897)
P (7.17818, -2.92035, -0.28198)
N (6.82160, -1.69247, -1.44762)
C (7.32673, -1.95545, -2.81215)
C (6.85742, -0.30450, -1.04701)
N (6.25852, -2.54887, 1.16087)
C (6.77043, -2.97549, 2.49843)
C (4.81675, -2.27195, 1.15858)
N (6.54210, -4.37483, -0.91650)
C (7.39511, -5.54020, -0.78704)
C (5.26579, -4.54087, -1.52827)
H (8.40497, -2.10427, -2.87000)
H (7.00155, -1.21069, -3.53857)
H (7.03643, -2.92362, -3.22015)
H (6.12817, 0.28948, -1.59790)
H (7.89231, 0.02378, -1.14368)
H (6.59383, -0.17688, 0.00291)
H (6.38148, -3.97640, 2.68550)
H (7.86020, -2.96242, 2.51600)
H (6.41983, -2.26896, 3.25076)
H (4.21599, -3.17804, 1.23729)
H (4.59230, -1.55645, 1.94964)
H (4.63990, -1.78818, 0.19796)
H (8.07463, -5.54439, -1.63929)
H (8.09952, -5.49685, 0.04364)
H (6.83031, -6.45341, -0.59955)
H (4.59347, -5.12940, -0.90399)
H (5.29302, -5.02195, -2.50599)
H (4.87849, -3.53881, -1.71258)
O (-4.95382, 3.83492, 3.53908)
P (-3.76581, 3.00458, 3.30289)
N (-3.88677, 1.37917, 3.76710)
C (-2.88082, 0.42687, 3.45559)
C (-4.51202, 1.08433, 5.04416)
N (-2.40805, 3.42642, 4.21711)
C (-0.99290, 3.20800, 3.78190)
C (-2.58956, 4.16192, 5.42651)
N (-3.28013, 2.98148, 1.63060)
C (-2.53259, 4.13145, 1.09989)
C (-4.24683, 2.35883, 0.62187)
H (-2.15902, 0.44677, 4.27212)
H (-2.38842, 0.71584, 2.52707)
H (-3.25988, -0.59335, 3.51537)
H (-3.89423, 1.31199, 5.91284)
H (-4.69932, 0.01846, 5.17432)
H (-5.43664, 1.64901, 5.16384)
H (-0.53380, 2.75820, 4.66225)
H (-1.02643, 2.59124, 2.88381)
H (-0.60934, 4.14954, 3.38886)
H (-1.79244, 3.87917, 6.11407)
H (-2.57197, 5.24193, 5.28032)
H (-3.54931, 3.93299, 5.88974)
H (-2.86747, 4.46362, 0.11723)
H (-2.48929, 4.96947, 1.79555)
H (-1.47192, 3.90014, 1.00204)
H (-4.34428, 3.03900, -0.22429)
H (-5.23769, 2.19313, 1.04476)
H (-3.91933, 1.38863, 0.24831)

Löwdin atomic charge list, values in e, 8 entries:
1. O 0.08
2. C -0.35
3. O 0.19
4. B -0.83
5. O 0.21
6. C -0.30
7. O 0.06
8. O 0.16